The following is a quantum chemistry calculation of the molecule C6H10O4 at a distorted geometry, from the OMol25 dataset.

The structure (SMILES) is C[C@]1(OO)C=C[C@@](C)(O)O1.

```
20
C6H10O4 (ωB97M-V/def2-TZVPD)
C -0.1937 1.5694 -1.4090
C 0.7132 1.0151 -0.2873
O 2.0585 1.4433 -0.4796
O 2.7239 1.0257 -1.7513
C 0.7546 -0.4862 -0.2098
C 0.5575 -0.8828 1.0828
C 0.3832 0.2835 1.9340
C -0.7831 0.1558 2.9037
O 1.5492 0.5906 2.6141
O 0.2407 1.3928 1.0478
H -1.2107 1.2554 -1.3200
H -0.2391 2.6906 -1.3905
H 0.2008 1.2108 -2.3506
H 3.6550 0.7230 -1.5803
H 0.8978 -1.1737 -1.0659
H 0.4987 -1.9008 1.3917
H -0.6097 -0.5960 3.6697
H -1.7080 -0.0658 2.3401
H -0.9139 1.1074 3.4089
H 2.0087 1.2254 2.0350
```

=====

The following is a quantum chemistry calculation of a 2-piece molecular cluster, C4H5NOS overall at a distorted geometry, from the OMol25 dataset.

```
12
C4H5NOS (ωB97M-V/def2-TZVPD)
C 1.1782 -1.0118 -0.1026
C 1.6754 0.1858 -0.0224
C 1.1172 1.4415 0.3507
C -2.4272 -0.3688 -0.2131
H 0.3540 -1.3445 0.6693
H 1.5944 -1.9161 -0.5872
H 2.5949 0.3356 -0.7392
H -3.3837 -0.4587 1.3111
H -2.5463 -1.0772 -1.0671
N -1.1515 0.3441 -0.7428
O 1.6162 2.4726 0.5688
S -0.6217 1.3973 0.5744
```

=====

The following is a quantum chemistry calculation of the molecule CH5NOS at a distorted geometry, from the OMol25 dataset.

The structure (SMILES) is C[S@H](=N)=O.

```
9
CH5NOS (ωB97M-V/def2-TZVPD)
C -0.3360 -0.4238 -0.6771
S 0.0719 -0.5771 1.1113
N 1.8898 0.2204 1.8645
O -0.2346 -1.9018 1.5558
H 0.4059 -0.9642 -1.2531
H -1.3146 -0.8667 -0.8133
H -0.3339 0.6275 -0.9403
H -0.9918 0.2515 1.5719
H 1.9008 1.0760 1.3125
```

=====

The following is a quantum chemistry calculation of C16H17ClF10N3OSSbTi as an isolated structure at a distorted geometry, from the OMol25 dataset.

The total charge is -2.

```
51
C16H17ClF10N3OSSbTi (ωB97M-V/def2-TZVPD)
Ti -0.8388 1.4822 -0.8619
C 3.4166 0.0082 1.4622
N 2.0466 -0.4490 1.4498
C 1.9375 -1.8007 1.9406
C 1.1941 0.4980 2.1526
C -0.2700 0.1005 2.2345
N -0.8798 -0.1689 0.9394
C -1.9594 -0.9643 0.9658
C -2.3643 -1.6578 -0.2098
F -1.6232 -1.4950 -1.3230
C -3.4271 -2.5159 -0.2705
F -3.6894 -3.1348 -1.4459
C -4.2242 -2.8005 0.8307
C -3.8691 -2.1412 1.9871
F -4.6166 -2.3238 3.1051
C -2.8045 -1.2668 2.0685
F -2.6616 -0.6194 3.2559
H 3.8298 0.0566 2.4889
H 3.4802 1.0045 1.0183
H 4.0429 -0.6686 0.8736
H 2.2258 -1.8923 3.0075
H 2.5987 -2.4476 1.3570
H 0.9175 -2.1681 1.8252
H 1.2980 1.4731 1.6767
H 1.5544 0.5974 3.1993
H -0.7793 0.9044 2.7763
H -0.3379 -0.7762 2.8894
H -5.0736 -3.4637 0.7779
O 1.0463 1.2910 -0.7467
N 1.8832 0.4812 -1.4086
C 1.4439 -0.7832 -1.6029
C 2.1979 -1.7106 -2.2548
C 3.4673 -1.3025 -2.7065
C 3.8950 -0.0312 -2.4862
C 3.1089 0.9608 -1.8051
S 3.6508 2.5100 -1.5036
H 0.4642 -0.9844 -1.1965
H 1.8105 -2.7079 -2.3994
H 4.1086 -2.0038 -3.2297
H 4.8671 0.3077 -2.8138
F -0.7850 0.7496 -2.6038
Sb -3.0813 2.6370 -3.3264
F -2.6676 1.2601 -0.6428
F -0.9852 3.1181 -1.7048
F -3.8066 4.3370 -2.7922
F -1.9552 3.3834 -4.6708
F -4.4985 2.3450 -4.6306
Cl 0.5579 3.8978 1.0413
C -0.9591 2.8584 0.8664
H -1.7404 3.5640 0.5915
H -1.1460 2.4523 1.8549
```

=====

The following is a quantum chemistry calculation of C22H40ClNO9PtSSi as an isolated structure at a distorted geometry, from the OMol25 dataset.

The total charge is -2.

```
76
C22H40ClNO9PtSSi (ωB97M-V/def2-TZVPD)
Pt 0.6109 -0.2319 0.4111
C -5.3601 0.4643 -0.7102
C -3.9068 0.6341 -1.1601
C -3.6202 2.1109 -1.4224
C -3.6365 -0.1746 -2.4190
O -3.0431 0.0977 -0.1553
Si -2.7343 0.4792 1.4009
S -1.0621 -0.5627 2.0787
O -2.6901 2.1153 1.5209
C -2.2844 3.0404 2.5208
C -1.9277 2.3692 3.8459
C -3.4633 3.9848 2.7357
C -1.0716 3.7883 1.9811
O -4.0691 0.1090 2.3390
C -4.5259 -1.1131 2.8992
C -4.2533 -2.2986 1.9711
C -3.8278 -1.3361 4.2393
C -6.0284 -0.9521 3.0992
H -6.0431 0.8771 -1.4568
H -5.5130 0.9798 0.2415
H -5.5875 -0.5953 -0.5651
H -3.6915 2.6805 -0.4965
H -4.3386 2.4973 -2.1516
H -2.6181 2.2250 -1.8308
H -4.2739 0.1702 -3.2380
H -3.8207 -1.2362 -2.2334
H -2.5937 -0.0443 -2.7077
H -2.7700 1.7701 4.2037
H -1.6818 3.1293 4.5914
H -1.0729 1.7061 3.7164
H -4.3284 3.4076 3.0710
H -3.7217 4.4812 1.7977
H -3.2199 4.7407 3.4875
H -0.2873 3.0684 1.7378
H -0.6900 4.4942 2.7238
H -1.3296 4.3263 1.0670
H -3.1783 -2.4087 1.8181
H -4.7185 -2.1290 0.9976
H -4.6556 -3.2198 2.4018
H -2.7514 -1.3964 4.0707
H -4.1733 -2.2575 4.7163
H -4.0253 -0.4935 4.9079
H -6.5092 -0.7884 2.1323
H -6.2283 -0.0899 3.7398
H -6.4547 -1.8459 3.5636
O -0.8723 1.7738 -3.4985
Cl 0.2398 1.5076 -2.6075
O 1.2264 0.7147 -3.2828
O 0.7885 2.7487 -2.1288
O -0.3133 0.7448 -1.4638
O 4.4939 1.4468 -0.8729
C 3.2804 1.4282 -0.6529
O 2.5757 0.4069 -0.3589
H 2.7404 2.3906 -0.6958
C 1.3673 0.3844 4.8763
N 2.3493 1.2011 4.1949
C 3.5317 1.4312 4.9881
C 2.5758 0.8178 2.7900
C 2.6739 -0.6657 2.4836
C 3.6672 -1.4315 3.0932
C 3.8321 -2.7785 2.7984
C 2.9921 -3.3772 1.8719
C 1.9952 -2.6262 1.2618
C 1.8207 -1.2761 1.5496
H 1.0377 0.8964 5.7866
H 1.7510 -0.6105 5.1590
H 0.5081 0.2347 4.2219
H 3.2484 1.9422 5.9147
H 4.2153 2.0828 4.4407
H 4.0816 0.5166 5.2725
H 3.4803 1.3194 2.4385
H 1.7503 1.2150 2.2035
H 4.3416 -0.9653 3.8020
H 4.6232 -3.3486 3.2732
H 3.1158 -4.4258 1.6236
H 1.3493 -3.0981 0.5302
```

=====

The following is a quantum chemistry calculation of the molecule C10H9Br at a distorted geometry, from the OMol25 dataset.

```
20
C10H9Br (ωB97M-V/def2-TZVPD)
C 2.5513 -0.1619 -0.6925
C 2.3985 1.1993 -0.3560
C 1.4962 -1.0109 -0.5204
C 1.1551 1.7059 -0.0425
C 0.2374 -0.5376 -0.1200
C 0.0669 0.8984 -0.0364
C -0.9469 -1.2631 0.1380
C -1.0802 -2.5808 0.2801
C -1.3912 1.4105 0.1755
C -2.2382 0.3185 0.6126
Br -3.9631 0.2830 -0.3340
H 3.5708 -0.6399 -1.0825
H 3.1050 2.0135 -0.4149
H 1.7270 -2.1551 -0.5726
H 1.1276 2.7465 0.0548
H -2.0125 -3.1891 0.6198
H -0.1991 -3.1602 0.3695
H -1.3789 2.2295 0.8578
H -1.7687 1.8736 -0.6206
H -2.4572 0.0200 1.6844
```

=====

Calculated E_tot, -14570.0793; -18593.8012; -15485.8471; -103578.4462; -77863.0534; -80554.9968 eV (same order as the records).